# 1
This record from OMol25 describes C27H32ClN3OSSn as an isolated structure at a distorted geometry. The level of theory is ωB97M-V with the def2-TZVPD basis set.

Output
HOMO level   -7.18 eV
E_LUMO   -0.38 eV
Energy relative to the best compared isomer or geometry (same formula, charge and spin)   0.000 eV
Net charge   0
2S+1   1
HOMO-LUMO gap   6.7985 eV

CARTESIAN COORDINATES (ANGSTROEM)
Sn1 0.1914 -18.2687 -0.4033
Cl1 -2.4674 -13.5065 4.5664
C1 -1.6341 -14.2704 3.2323
C2 -0.5670 -15.1261 3.4581
C3 0.1571 -15.6536 2.3815
C4 -0.2733 -15.4034 1.0525
C5 0.3741 -16.0193 -0.1434
C6 -1.3967 -14.5770 0.8659
C7 -2.0825 -13.9999 1.9334
H1 -0.2746 -15.3933 4.4635
H2 0.9915 -16.3302 2.5126
H3 1.4830 -15.9054 -0.1694
H4 -0.0134 -15.6035 -1.0563
H5 -1.7659 -14.3740 -0.1366
H6 -2.9569 -13.3652 1.7918
C8 -4.2424 -18.6845 -0.0811
N1 -4.2952 -17.8220 1.0777
C9 -5.0707 -18.3878 2.1799
C10 -2.9158 -17.4191 1.4903
C11 -2.0121 -18.5296 2.0472
C12 -2.2403 -19.0466 3.3449
C13 -1.4138 -20.0306 3.8907
C14 -0.3194 -20.4942 3.1808
C15 -0.0317 -19.9403 1.9529
C16 -0.8657 -18.9561 1.3802
H7 -5.2493 -18.8822 -0.4553
H8 -3.7007 -19.6690 0.1612
H9 -3.6998 -18.2019 -0.8485
H10 -6.1037 -18.4808 1.9230
H11 -5.0183 -17.7313 3.0470
H12 -4.7004 -19.3754 2.4453
H13 -3.0521 -16.5693 2.2102
H14 -2.4697 -16.9634 0.6166
H15 -3.0464 -18.7089 3.9675
H16 -1.6398 -20.4155 4.8797
H17 0.3443 -21.2437 3.6366
H18 0.8581 -20.3181 1.4482
C17 -4.2673 -14.8391 -1.5346
C18 -4.6500 -14.4085 -2.9492
C19 -4.4803 -15.5810 -3.9064
N2 -3.2238 -16.2586 -3.7469
C20 -3.0391 -17.5194 -3.4545
S1 -1.5821 -18.1319 -2.9156
N3 -4.0867 -18.4124 -3.7542
C21 -4.6639 -18.5047 -5.0392
O1 -4.5069 -17.6504 -5.8849
C22 -5.4011 -19.7774 -5.2718
C23 -5.9565 -20.5452 -4.2409
C24 -6.5687 -21.7386 -4.5372
C25 -6.7035 -22.1406 -5.8563
C26 -6.1937 -21.3722 -6.8864
C27 -5.5572 -20.1597 -6.6001
H19 -4.4713 -14.0678 -0.8233
H20 -3.2029 -15.0772 -1.4974
H21 -4.8128 -15.7617 -1.2570
H22 -4.0428 -13.5155 -3.2452
H23 -5.6791 -14.0109 -3.0045
H24 -4.5982 -15.3152 -4.9434
H25 -5.2434 -16.3120 -3.6806
H26 -2.3863 -15.7039 -3.6011
H27 -3.8576 -19.3049 -3.3692
H28 -5.8334 -20.2356 -3.2149
H29 -7.0364 -22.3566 -3.8017
H30 -7.1633 -23.1188 -6.0704
H31 -6.3430 -21.7513 -7.8805
H32 -5.1603 -19.5246 -7.3763



# 2
This record from OMol25 describes C27H32LiN2O2 as an isolated structure at a distorted geometry. The level of theory is ωB97M-V with the def2-TZVPD basis set.

Output
HOMO level   -9.16 eV
E_LUMO   -4.06 eV
Net charge   +1
2S+1   1
HOMO-LUMO gap   5.0965 eV

CARTESIAN COORDINATES (ANGSTROEM)
C1 6.4080 -2.1312 -2.5126
O1 6.1193 -2.0713 -1.1293
C2 4.7937 -1.7571 -0.8177
C3 4.4996 -1.4958 0.5239
C4 3.2260 -1.2160 0.9451
C5 2.1722 -1.1446 0.0289
C6 0.7874 -0.8990 0.4503
C7 -0.0460 0.0805 -0.0214
C8 -1.4992 -0.0325 0.3817
N1 -2.3458 -1.0390 -0.4413
C9 -3.4302 -0.2970 -1.2330
C10 -4.3585 -1.2940 -1.9336
N2 -3.8843 -2.6765 -1.7018
C11 -2.4805 -2.8629 -2.1689
C12 -1.5493 -1.9017 -1.4268
C13 -3.9672 -2.9570 -0.2520
C14 -3.0515 -2.0028 0.5214
C15 0.4501 1.1361 -0.9697
C16 -0.5204 1.8740 -1.8503
O2 1.6886 1.4116 -1.0733
C17 2.4639 -1.3935 -1.3146
C18 3.7355 -1.6903 -1.7340
H1 7.4901 -2.2013 -2.6480
H2 5.9432 -3.0148 -2.9599
H3 6.0601 -1.2205 -3.0081
H4 5.3106 -1.5299 1.2264
H5 3.0290 -1.0561 1.9903
H6 0.3521 -1.6415 1.1060
H7 -1.5351 -0.3484 1.4278
H8 -1.9891 0.9405 0.3824
H9 -3.9846 0.3576 -0.5537
H10 -2.9560 0.3544 -1.9715
H11 -5.3916 -1.2008 -1.5748
H12 -4.3943 -1.1205 -3.0149
H13 -2.1959 -3.9095 -2.0114
H14 -2.4526 -2.6961 -3.2509
H15 -1.0193 -1.2516 -2.1249
H16 -0.7830 -2.4537 -0.8794
H17 -5.0119 -2.8530 0.0644
H18 -3.6974 -4.0063 -0.0827
H19 -2.2939 -2.5637 1.0771
H20 -3.6136 -1.4219 1.2591
H21 -1.4792 2.0661 -1.3655
H22 -0.0888 2.8173 -2.1961
H23 -0.7309 1.2757 -2.7378
H24 1.6499 -1.4034 -2.0159
H25 3.9236 -1.8886 -2.7713
C19 1.4549 4.0440 1.3578
Li1 0.4295 2.3729 0.6492
C20 2.1932 2.7292 1.5690
C21 1.4358 1.8189 2.2824
C22 0.1387 2.5002 2.6768
C23 0.2085 3.8699 2.2165
C24 -0.7180 4.7977 2.7278
C25 -1.7486 4.3410 3.5407
C26 -1.9053 2.9920 3.8412
C27 -0.9545 2.0674 3.4484
H26 2.0314 4.9255 1.6779
H27 3.1573 2.4707 1.1196
H28 1.7048 0.7925 2.5572
H29 -0.5775 5.8534 2.5592
H30 -2.4184 5.0578 3.9875
H31 -2.7422 2.6730 4.4500
H32 -1.0426 1.0240 3.7014



# 3
This record from OMol25 describes C27H32N4O2SSe2Ti as an isolated structure at a distorted geometry. The level of theory is ωB97M-V with the def2-TZVPD basis set.

Output
HOMO level (spin up / spin down)   -9.79 / -10.27 eV
E_LUMO (spin up / spin down)   -2.67 / -3.78 eV
Energy relative to the best compared isomer or geometry (same formula, charge and spin)   2.400 eV
Net charge   +1
2S+1   2
HOMO-LUMO gap (spin up / spin down)   7.1222 / 6.4914 eV

CARTESIAN COORDINATES (ANGSTROEM)
Ti1 -0.2319 0.2128 0.1508
Se1 0.4894 2.4057 1.3192
Se2 0.9121 0.2117 3.3979
C1 1.8482 -0.9921 2.3090
C2 2.8559 -1.7913 2.8689
C3 3.5306 -2.6858 2.0713
C4 3.2003 -2.7738 0.7192
C5 2.2088 -1.9506 0.2398
N1 1.5359 -1.0770 1.0035
C6 -1.0875 2.7029 2.3683
C7 -1.0439 3.4982 3.5074
C8 -2.1846 3.5635 4.2905
C9 -3.3150 2.8601 3.9013
C10 -3.2675 2.1391 2.7200
N2 -2.1742 2.0632 1.9634
H1 3.0908 -1.6702 3.9166
H2 4.3139 -3.3078 2.4844
H3 3.7090 -3.4628 0.0606
H4 1.9220 -1.9736 -0.8043
H5 -0.1370 4.0231 3.7721
H6 -2.1846 4.1485 5.2009
H7 -4.2103 2.8698 4.5071
H8 -4.1306 1.5941 2.3530
O1 -1.1964 -0.6696 1.2810
C11 -1.6624 -1.8739 1.5856
C12 -1.9360 -2.2420 2.9032
C13 -2.4166 -3.5037 3.1922
C14 -2.6445 -4.4268 2.1770
C15 -2.3710 -4.0779 0.8705
C16 -1.8741 -2.8113 0.5574
C17 -1.4574 -2.4693 -0.7940
N3 -0.5774 -1.5249 -1.1270
C18 -0.3581 -1.6420 -2.4807
C19 -1.1162 -2.6506 -2.9761
N4 -1.8047 -3.1590 -1.9022
H9 -1.7465 -1.5199 3.6860
H10 -2.6110 -3.7749 4.2213
H11 -3.0066 -5.4181 2.4104
H12 -2.5099 -4.8128 0.0867
H13 0.3311 -1.0020 -3.0017
H14 -1.2147 -3.0482 -3.9702
H15 -2.4968 -3.8872 -1.9398
O2 1.2634 0.6448 -1.0570
S1 1.9376 1.8121 -1.7732
C20 2.9812 0.9664 -3.0260
C21 4.4276 1.3361 -2.7269
C22 4.5342 1.3487 -1.2060
C23 3.3845 2.2233 -0.7308
H16 2.6488 1.2526 -4.0218
H17 2.7889 -0.0933 -2.8537
H18 4.6593 2.3234 -3.1312
H19 5.1057 0.6162 -3.1845
H20 5.4961 1.7293 -0.8650
H21 4.4099 0.3356 -0.8152
H22 3.5725 3.2880 -0.8750
H23 3.0964 2.0529 0.3059
C24 -1.1436 3.0831 -2.6135
C25 -1.3669 1.5706 -2.5067
C26 -2.4879 1.1525 -3.4617
C27 -1.6804 1.1574 -1.0559
H24 -0.6752 3.3386 -3.5671
H25 -0.5113 3.4536 -1.8052
H26 -2.0992 3.6084 -2.5632
H27 -0.4559 1.0747 -2.8643
H28 -3.4333 1.6104 -3.1664
H29 -2.6096 0.0670 -3.4647
H30 -2.2652 1.4662 -4.4848
H31 -2.5196 0.4501 -1.0666
H32 -2.0390 2.0378 -0.5200



# 4
This record from OMol25 describes one molecule with the formula C27H32N4O6S at a distorted geometry. The level of theory is ωB97M-V with the def2-TZVPD basis set.

Output
HOMO level   -8.06 eV
E_LUMO   0.48 eV
Energy relative to the best compared isomer or geometry (same formula, charge and spin)   1.525 eV
Net charge   0
2S+1   1
SMILES string   CCN(CC)C(=O)CSc1nc2cc3c(cc2c(=O)n1CCCC(=O)NCc1ccc(OC)cc1)OCO3
HOMO-LUMO gap   8.5396 eV

CARTESIAN COORDINATES (ANGSTROEM)
C1 2.6099 2.7718 2.4234
C2 1.1389 2.5987 2.0510
N1 0.7935 1.2190 1.7805
C3 0.1059 0.4955 2.8370
C4 -1.3986 0.7463 2.8109
C5 1.0387 0.5587 0.6377
O1 0.6896 -0.5962 0.4606
C6 1.7892 1.3015 -0.4627
S1 1.2936 0.5448 -2.0307
C7 -0.4464 0.6875 -1.7860
N2 -0.8241 1.6541 -1.0264
C8 -2.1547 1.7959 -0.7647
C9 -2.5548 2.8281 0.1044
C10 -3.8924 2.9430 0.3530
C11 -4.8418 2.0814 -0.2290
C12 -4.4753 1.0761 -1.0761
C13 -3.1027 0.9355 -1.3448
C14 -2.6529 -0.1436 -2.2131
O2 -3.3748 -0.9546 -2.7537
N3 -1.2616 -0.2049 -2.3932
C15 -0.7312 -1.3604 -3.0961
C16 -0.5203 -2.5197 -2.1135
C17 0.2973 -3.6640 -2.7271
C18 1.6817 -3.8652 -2.1208
O3 2.1211 -4.9710 -1.8759
N4 2.3962 -2.7351 -1.9473
C19 3.6977 -2.7334 -1.3131
C20 3.6390 -2.1299 0.0651
C21 4.3214 -0.9612 0.3754
C22 4.2391 -0.4096 1.6382
C23 3.4632 -1.0179 2.6226
O4 3.4336 -0.3845 3.8365
C24 2.8591 -1.0633 4.9274
C25 2.7827 -2.1913 2.3212
C26 2.8715 -2.7315 1.0517
O5 -6.0900 2.4383 0.2015
C27 -5.9103 3.5395 1.0616
O6 -4.5327 3.8411 1.1535
H1 3.2516 2.5973 1.5649
H2 2.7824 3.7821 2.7853
H3 2.8845 2.0662 3.2037
H4 0.5160 2.9258 2.8862
H5 0.8855 3.2243 1.1910
H6 0.5328 0.8005 3.7956
H7 0.2989 -0.5673 2.6757
H8 -1.6237 1.8028 2.9396
H9 -1.8094 0.4211 1.8584
H10 -1.8806 0.1874 3.6085
H11 1.5720 2.3640 -0.5102
H12 2.8599 1.1238 -0.3676
H13 -1.8250 3.4859 0.5421
H14 -5.1826 0.4040 -1.5316
H15 0.1997 -1.0710 -3.5889
H16 -1.4683 -1.6400 -3.8529
H17 -1.5047 -2.8864 -1.8187
H18 -0.0357 -2.1414 -1.2098
H19 0.4363 -3.4948 -3.7977
H20 -0.2269 -4.6135 -2.6179
H21 1.9541 -1.8346 -2.0550
H22 4.0114 -3.7804 -1.2574
H23 4.4017 -2.1785 -1.9419
H24 4.9352 -0.4834 -0.3765
H25 4.7764 0.4919 1.8903
H26 3.0312 -0.4271 5.7949
H27 3.3382 -2.0334 5.0904
H28 1.7822 -1.2099 4.7956
H29 2.1783 -2.6904 3.0622
H30 2.3350 -3.6393 0.8207
H31 -6.2995 3.2957 2.0628
H32 -6.4515 4.4129 0.6645



# 5
This record from OMol25 describes C27H32N8O5RhS as an isolated structure. The level of theory is ωB97M-V with the def2-TZVPD basis set.

Output
HOMO level (spin up / spin down)   -10.69 / -11.21 eV
E_LUMO (spin up / spin down)   -2.44 / -5.51 eV
Energy relative to the best compared isomer or geometry (same formula, charge and spin)   0.000 eV
Net charge   +1
2S+1   5
HOMO-LUMO gap (spin up / spin down)   8.2490 / 5.7078 eV

CARTESIAN COORDINATES (ANGSTROEM)
Rh1 -0.1796 0.2812 -1.2010
N1 2.8759 0.7158 -0.3429
C1 2.8222 -0.4782 -1.0386
C2 3.9151 -1.3511 -0.9507
C3 3.8570 -2.5498 -1.6195
C4 2.7195 -2.8689 -2.3660
C5 1.6826 -1.9715 -2.3737
N2 1.7149 -0.7992 -1.7092
C6 2.3891 1.9519 -0.7298
C7 2.9969 3.0972 -0.1999
C8 2.5467 4.3262 -0.6158
C9 1.5097 4.4029 -1.5494
C10 0.9417 3.2298 -1.9780
N3 1.3501 2.0177 -1.5597
H1 3.6126 0.7397 0.3595
H2 4.7795 -1.0760 -0.3610
H3 4.6964 -3.2303 -1.5668
H4 2.6432 -3.7926 -2.9200
H5 0.7652 -2.1752 -2.9123
H6 3.8111 2.9988 0.5057
H7 3.0046 5.2265 -0.2289
H8 1.1475 5.3519 -1.9153
H9 0.1091 3.2301 -2.6679
O1 -3.2873 -1.2005 0.9086
C11 -2.4075 -1.0573 0.0839
O2 -1.1594 -0.8144 0.3313
C12 -2.7604 -1.1991 -1.3959
C13 -3.9798 -1.7263 -1.7836
C14 -4.2439 -1.8688 -3.1374
C15 -3.2818 -1.4765 -4.0562
C16 -2.0909 -0.9491 -3.5860
N4 -1.8381 -0.8116 -2.2852
H10 -4.6871 -2.0087 -1.0168
H11 -5.1861 -2.2813 -3.4726
H12 -3.4451 -1.5717 -5.1202
H13 -1.3171 -0.6171 -4.2678
N5 0.4671 -4.9087 1.6681
C17 1.3400 -3.9639 2.0179
C18 2.4053 -4.2725 2.9162
C19 3.3047 -3.3139 3.2587
C20 3.1776 -2.0081 2.7327
C21 2.0823 -1.6863 1.9001
C22 1.2072 -2.6480 1.4922
S1 4.3914 -0.7651 3.1333
O3 4.2615 0.2344 2.0794
O4 5.6456 -1.4688 3.1424
O5 3.8532 -0.3528 4.4142
H14 0.4929 -5.8216 2.0933
H15 -0.3502 -4.6696 1.1296
H16 2.4862 -5.2785 3.3088
H17 4.1357 -3.5292 3.9170
H18 1.9891 -0.6651 1.5571
H19 0.4534 -2.3959 0.7505
C23 -2.3281 1.4592 2.5721
N6 -1.7042 2.0282 1.3857
C24 -0.2652 2.1617 1.4554
C25 -2.3496 2.1197 0.2014
N7 -1.7191 1.8775 -0.9253
N8 -3.6757 2.4338 0.2441
C26 -4.5120 2.2056 -0.9167
C27 -4.2003 3.4053 1.1940
H20 -1.8007 0.5418 2.8431
H21 -3.3597 1.1926 2.3661
H22 -2.2840 2.1610 3.4072
H23 -0.0013 2.7051 2.3641
H24 0.0901 2.7291 0.6012
H25 0.2270 1.1816 1.4922
H26 -2.2390 2.2102 -1.7276
H27 -4.4613 3.0297 -1.6386
H28 -5.5458 2.1126 -0.5861
H29 -4.2288 1.2765 -1.4094
H30 -3.4274 3.7028 1.8955
H31 -5.0424 2.9898 1.7499
H32 -4.5420 4.2956 0.6594



# 6
This record from OMol25 describes C27H33AuIN8 as an isolated structure at a distorted geometry. The level of theory is ωB97M-V with the def2-TZVPD basis set.

Output
HOMO level   -15.78 eV
E_LUMO   -11.43 eV
Energy relative to the best compared isomer or geometry (same formula, charge and spin)   1.157 eV
Net charge   +3
2S+1   1
HOMO-LUMO gap   4.3511 eV

CARTESIAN COORDINATES (ANGSTROEM)
Au1 -1.0907 -0.9417 0.1945
C1 -2.6187 -1.2294 2.7598
N1 -1.7971 -2.0738 1.8387
C2 -0.7140 -2.8881 2.4625
C3 0.4811 -2.8725 1.5874
N2 0.5008 -2.2174 0.4310
C4 1.7979 -2.3119 -0.0646
C5 2.4178 -1.7570 -1.1876
C6 3.7462 -2.0720 -1.3865
C7 4.4462 -2.9089 -0.5096
C8 3.8515 -3.4471 0.6172
C9 2.5180 -3.1180 0.8251
N3 1.6480 -3.4440 1.8509
C10 -2.3419 0.2002 2.5040
N4 -1.9847 0.6181 1.2945
C11 -1.8198 1.9904 1.3801
C12 -1.4213 2.9402 0.4359
C13 -1.3497 4.2496 0.8564
C14 -1.6611 4.6204 2.1701
C15 -2.0583 3.6931 3.1177
C16 -2.1274 2.3693 2.6934
N5 -2.4506 1.2033 3.3692
H1 -3.6721 -1.4162 2.5151
H2 -2.4710 -1.5210 3.8010
H3 -2.4489 -2.7338 1.4115
H4 -0.4812 -2.4928 3.4541
H5 -1.0717 -3.9194 2.5889
H6 1.8944 -1.1060 -1.8614
H7 4.2645 -1.6709 -2.2416
H8 5.4776 -3.1341 -0.7195
H9 4.3942 -4.0872 1.2892
H10 1.8553 -4.0403 2.6410
H11 -1.2039 2.6788 -0.5818
H12 -1.0762 5.0205 0.1529
H13 -1.6075 5.6631 2.4419
H14 -2.3174 3.9856 4.1229
H15 -2.7693 1.1321 4.3274
I1 2.6666 3.8460 1.3564
C17 2.2119 2.2671 2.6255
C18 2.6752 2.2207 3.9355
C19 2.3028 1.1324 4.7200
C20 1.4805 0.1688 4.1786
N6 1.0275 0.2035 2.9402
C21 1.4119 1.2281 2.1811
H16 3.3055 3.0042 4.3221
H17 2.6392 1.0323 5.7398
H18 1.1720 -0.6703 4.7878
H19 1.0695 1.2495 1.1562
C22 -1.2258 -0.3825 -6.1064
C23 -0.0422 -0.4410 -5.1619
N7 -0.3705 0.1084 -3.8367
C24 -0.5278 1.5640 -3.7925
C25 -1.9737 2.0230 -3.6969
C26 -0.5432 -0.6404 -2.7668
C27 -0.4552 -2.1236 -2.8668
N8 -0.8544 -0.0828 -1.6037
H20 -0.9460 -0.8258 -7.0573
H21 -1.5358 0.6395 -6.3065
H22 -2.0764 -0.9326 -5.7145
H23 0.8016 0.1459 -5.5308
H24 0.3219 -1.4595 -5.0356
H25 -0.0748 1.9452 -4.7083
H26 0.0932 1.9513 -2.9736
H27 -2.5429 1.7075 -4.5658
H28 -1.9967 3.1077 -3.6588
H29 -2.4942 1.6469 -2.8178
H30 0.5674 -2.4466 -3.0322
H31 -1.0611 -2.4769 -3.7005
H32 -0.8227 -2.5949 -1.9607
H33 -0.9421 0.9239 -1.6311